1.
A structure of composition C34H57N3O2RuSSi in a non-equilibrium geometry. Source: the Open Molecules 2025 dataset; level of theory: ωB97M-V with the def2-TZVPD basis set.

The calculation puts the HOMO energy (spin up / spin down) at -9.24 / -10.59 eV. The multiplicity is 6. For the maximum force, the calculation gives 0.0532 hartree/bohr. The value obtained for the HOMO-LUMO gap (spin up / spin down) is 0.26345 / 0.24613 Eh. As for the net charge: +1. The value obtained for the total energy is -2426.66808 Ha. The calculation puts the energy above the lowest of the compared OMol25 structures with the same formula, charge and spin at 0.00 kcal per mole.

```
99
Properties=species:S:1:pos:R:3:forces:R:3
O -0.7057 -0.6732 -2.8359 1.30 -0.04 1.27
O 2.1617 -1.1600 -3.3991 -0.63 0.28 0.33
C -1.2553 -2.0451 -2.9981 0.25 0.69 -0.31
C -2.7500 -1.8711 -3.0330 -0.09 -0.24 -0.02
H -0.8877 -2.6328 -2.1621 0.04 0.10 0.09
H -0.7803 -2.4113 -3.9192 -0.40 -0.08 0.38
H -3.1066 -1.3733 -2.1175 0.11 -0.22 -0.28
H -3.2330 -2.8426 -3.1322 -0.07 -0.01 0.06
H -3.0300 -1.2738 -3.9025 -0.12 -0.02 0.08
C -0.6772 0.2352 -4.0591 -1.07 -0.17 0.63
C -0.3941 -0.4632 -5.3630 0.28 -0.03 -0.15
H 0.0178 1.0333 -3.8243 0.13 -0.12 0.14
H -1.7069 0.6097 -4.0418 0.38 0.27 -0.13
H 0.6185 -0.8889 -5.3977 -0.39 0.10 0.01
H -0.4876 0.3160 -6.1365 0.19 -0.14 0.25
H -1.1484 -1.2090 -5.6357 0.16 0.08 0.20
C 3.0320 -0.0273 -3.3514 -0.41 -0.49 0.15
C 2.7048 -2.4711 -3.3568 -0.11 0.47 -0.02
C 3.1671 0.5785 -4.7236 0.26 0.16 -0.23
H 4.0035 -0.3140 -2.9287 -0.09 0.09 0.01
H 2.5295 0.6805 -2.6699 0.38 -0.09 -0.09
H 3.6323 -0.1259 -5.4230 -0.12 0.21 0.12
H 3.7834 1.4760 -4.6681 0.04 0.04 -0.10
H 2.1879 0.8697 -5.1131 0.10 -0.05 0.00
C 3.3099 -2.8472 -4.6836 0.22 -0.27 -0.17
H 1.8451 -3.1136 -3.1105 0.36 0.06 -0.01
H 3.4425 -2.5229 -2.5490 -0.02 -0.19 0.05
H 2.5961 -2.6782 -5.4955 0.09 0.02 0.08
H 3.5683 -3.9042 -4.6806 0.10 -0.10 -0.06
H 4.2246 -2.2792 -4.8822 -0.16 -0.08 -0.01
H -0.2574 -0.4626 -1.8776 -0.82 -0.45 -2.45
N -1.8600 0.1139 2.1327 -0.54 -0.50 1.21
C -1.5073 0.0593 3.4202 -0.96 -0.41 -1.18
C -0.2522 0.4739 3.8785 0.57 0.24 0.74
C 0.6593 1.3169 3.2519 -0.13 0.59 -0.40
C -2.4789 -0.5385 4.4039 0.38 -0.03 0.58
H -2.6561 -1.6055 4.2000 -0.07 0.35 -0.09
H -3.4356 0.0007 4.4108 0.26 -0.27 -0.12
H -2.0346 -0.4602 5.4008 -0.23 -0.07 -0.09
C 1.9463 1.6855 3.9296 0.01 -0.13 0.78
H 1.9914 2.7603 4.1564 0.05 -0.28 -0.23
H 2.8185 1.4057 3.3178 -0.35 0.18 0.09
H 2.0008 1.1451 4.8825 0.16 0.15 -0.21
N 0.3860 1.8745 2.0597 0.61 0.64 1.22
C -3.1455 -0.3943 1.7240 -0.45 -0.16 0.42
C -3.2575 -1.7326 1.2851 -0.04 0.69 0.04
C -2.1380 -2.7157 1.3745 0.44 -0.46 -0.01
C -4.4812 -2.1877 0.8071 -0.21 0.08 0.08
H -4.5470 -3.2184 0.4371 -0.10 0.42 0.20
C -5.5933 -1.3576 0.8462 -0.18 0.04 -0.33
H -6.5466 -1.7230 0.4744 0.10 0.07 0.06
C -5.5010 -0.0663 1.3607 -0.22 -0.26 0.05
H -6.3841 0.5796 1.4198 0.29 -0.35 -0.01
C -4.2970 0.4173 1.8527 0.52 -0.36 -0.32
C -4.2537 1.7631 2.4954 -0.34 0.58 0.09
C 0.9480 3.1263 1.6714 1.09 0.08 0.46
C 1.9947 3.1266 0.7321 -0.21 0.64 0.54
C 2.5799 1.8408 0.2655 -0.05 -0.57 -0.42
C 2.5346 4.3519 0.3331 -0.33 -0.33 -0.19
H 3.3192 4.3413 -0.4225 -0.08 0.16 0.21
C 2.0203 5.5370 0.8337 -0.16 0.32 0.00
H 2.3771 6.4927 0.4536 0.02 -0.21 0.12
C 1.0278 5.5208 1.8140 0.27 -0.44 0.00
H 0.6338 6.4418 2.2303 0.14 -0.01 -0.07
C 0.5278 4.3130 2.3027 0.10 -0.09 -0.52
C -0.4807 4.3034 3.4076 -0.53 0.25 0.02
Ru -0.4319 0.6476 0.7123 -0.70 -1.07 1.52
H -1.8254 -3.0307 0.3669 0.07 0.01 0.28
H -2.4697 -3.6246 1.9047 0.06 0.30 -0.23
H -1.2679 -2.3377 1.9192 -0.25 -0.01 -0.32
H -3.4602 1.8552 3.2476 -0.16 0.10 -0.33
H -5.2150 1.9768 2.9833 0.24 -0.16 -0.04
H -4.1127 2.5448 1.7375 0.05 -0.22 0.39
H 2.9744 1.9488 -0.7528 0.03 -0.09 0.23
H 1.7957 1.0527 0.2453 0.94 0.42 -0.09
H 3.3952 1.4840 0.9190 -0.30 0.18 -0.24
H -1.3904 3.7977 3.0601 0.21 -0.08 0.28
H -0.7714 5.3386 3.6218 0.09 -0.23 0.12
H -0.1301 3.8449 4.3479 -0.06 0.07 -0.41
H -0.0192 0.2297 4.9157 -0.01 -0.11 -0.36
C 0.5167 -0.9755 -0.1566 0.42 -0.68 -0.61
Si 1.5898 -2.0778 0.9505 0.43 -1.06 -0.75
H -0.3142 -1.5280 -0.6103 0.02 -0.58 0.48
H 1.1213 -0.5981 -1.0051 0.45 -0.31 0.38
C 1.4146 -3.8293 0.2431 0.06 -0.08 0.06
C 1.2995 -2.2685 2.7953 -0.18 0.25 0.31
C 3.3763 -1.5316 0.7573 0.10 0.08 0.06
H 3.5712 -1.1470 -0.2519 0.03 -0.01 0.19
H 4.0614 -2.3727 0.9371 -0.20 0.16 -0.02
H 3.6234 -0.7534 1.4914 0.03 -0.09 -0.22
H 0.3609 -4.1309 0.1754 0.14 0.06 -0.06
H 1.9051 -4.5722 0.8862 -0.03 0.17 -0.08
H 1.8718 -3.9190 -0.7515 -0.16 0.07 0.13
H 0.2433 -2.3529 3.0780 0.32 0.08 0.08
H 1.7429 -1.4272 3.3459 -0.21 -0.19 -0.05
H 1.7971 -3.1868 3.1539 -0.09 0.29 -0.32
S -0.7687 1.8554 -1.1002 -0.91 2.05 -1.57
C -1.5778 2.6139 0.2090 -1.58 1.51 0.36
N -2.2261 3.2738 0.9519 1.47 -1.15 -1.69
```
Positions in Å, forces in eV/Å.

Atomic partial charges in e from the Mulliken method, atoms 1 to 2: number 1, O, carries 1.312; number 2, O, carries 0.300



2.
A cluster of 11 separate species, C34H58N11O11 in total in a non-equilibrium geometry. Source: the Open Molecules 2025 dataset; level of theory: ωB97M-V with the def2-TZVPD basis set.

The calculation puts the HOMO energy at -9.37 eV. For the maximum force, the calculation gives 0.2708 hartree/bohr. The value obtained for the HOMO-LUMO gap is 0.14683 Eh. As for the net charge: +1. The value obtained for the total energy is -2758.74642 Ha. The calculation puts the energy above the lowest of the compared OMol25 structures with the same formula, charge and spin at 93.31 kcal per mole.

```
114
Properties=species:S:1:pos:R:3:forces:R:3
C 2.2352 -0.6499 2.9684 -4.15 1.59 4.31
C 1.3543 0.4058 2.2126 2.92 -0.26 1.12
C 1.8667 0.3657 0.7688 -5.37 1.20 -1.17
C 0.6501 1.1864 -0.0854 5.00 -0.30 2.09
C -0.6140 0.3568 -0.0513 3.20 0.72 1.32
C -1.1296 0.2234 1.3311 -1.65 0.42 0.70
N -0.0413 -0.0318 2.3247 -2.97 -2.07 4.99
O -0.4521 -0.5597 3.4199 2.42 2.47 -5.09
C -2.1098 -0.9304 1.3503 -5.46 0.43 -0.76
C -1.9027 1.5440 1.7695 1.88 0.78 0.02
C 1.5035 1.8880 2.8445 -3.36 -1.83 0.69
H 2.1507 -1.5953 2.5580 -0.88 -2.01 -0.73
H 2.0234 -0.6630 4.1502 0.11 -0.23 -2.73
H 3.2190 -0.4861 2.9515 3.90 1.60 -0.56
H 1.8581 -0.6373 0.3914 0.01 -0.73 -0.04
H 2.7967 0.7818 0.5554 1.59 0.98 0.40
H 1.1950 1.3666 -1.0327 -1.31 -0.09 0.10
H 0.6392 2.2013 0.4945 -0.75 -1.71 -1.45
H -0.5991 -0.6330 -0.4082 0.76 -1.00 -1.18
H -1.1013 0.9808 -0.6748 -3.46 1.35 -1.75
H -2.9651 -0.7253 2.1202 1.91 -0.77 -0.89
H -1.8336 -1.9697 1.3568 0.99 -0.18 0.50
H -2.8234 -0.9467 0.3547 2.14 0.65 1.94
H -2.4856 1.5177 2.6401 -1.12 -1.48 1.39
H -2.6658 1.5979 0.9177 1.49 1.29 0.89
H -1.1628 2.3619 2.2860 -1.64 -1.17 -2.92
H 2.4156 2.1811 2.5148 2.88 1.05 -0.58
H 1.3511 1.9348 3.9199 0.68 -0.71 0.24
H 0.7581 2.6255 2.5595 -0.05 -0.18 -0.89
N 1.3791 -4.2188 -1.0804 0.40 -2.74 1.60
C 0.1036 -3.5901 -1.0309 -0.60 -5.59 1.23
C -0.9194 -4.6404 -0.5790 1.90 2.63 -1.00
C -0.2239 -5.9155 -0.3023 2.45 2.65 0.23
C 1.2778 -5.6268 -0.4891 -10.51 6.91 -2.47
H 2.4681 -3.8665 -1.4062 -4.51 -0.81 1.57
H -0.1770 -2.6069 -1.3552 0.47 0.13 -0.28
H -2.0497 -4.2309 -0.5425 2.81 -1.68 -0.06
H -0.7331 -6.8390 0.1664 1.25 1.62 -1.03
H 2.0256 -6.1996 -0.3409 5.26 -3.70 0.69
N -5.5383 3.3905 -0.6686 -0.35 3.93 4.00
C -5.4604 3.3291 -1.9723 1.31 -8.16 -2.86
C -5.2440 1.8015 -2.3672 -1.15 1.79 5.42
C -5.3021 1.0200 -0.9483 -0.40 13.58 -3.04
C -5.4722 2.2321 -0.0166 0.02 -5.15 1.19
H -5.5849 4.3233 0.0336 -0.15 -3.22 -3.17
H -5.3916 3.9776 -2.7519 -0.15 2.61 -1.20
H -5.1934 1.3116 -3.3790 -0.06 1.02 1.28
H -5.3008 0.0608 -0.8810 0.03 -5.80 1.11
H -5.6417 2.3084 1.1442 0.49 -0.58 -2.60
N -0.8304 1.1258 -5.2004 -0.96 0.52 -2.06
C -1.7137 1.4031 -6.2627 -3.40 4.29 5.84
C -2.7854 2.3909 -5.6667 7.08 -3.88 3.62
C -2.4693 2.6704 -4.2117 3.47 -2.48 -3.52
C -1.1055 1.8793 -4.0692 -4.73 1.52 -1.54
H -0.0957 0.4159 -5.4928 -0.91 1.62 1.67
H -1.8314 0.7978 -7.0938 0.16 -0.92 -1.49
H -3.6245 2.6239 -6.1351 -3.43 1.21 -2.16
H -3.0481 3.3832 -3.4850 1.60 -1.78 -1.55
H -0.4533 1.9734 -3.2665 1.09 -0.30 1.16
N 3.5932 2.6360 -3.8326 0.80 -0.09 0.30
C 3.9697 2.6731 -2.4638 -2.19 -0.70 -1.98
C 2.8034 3.0374 -1.7245 1.25 0.49 -4.68
C 1.7517 3.4391 -2.6471 4.83 -2.15 -3.51
C 2.3497 3.1380 -3.9864 -1.52 0.15 4.72
H 4.1735 2.2122 -4.6062 -1.02 1.01 1.46
H 4.9759 2.2863 -2.3220 -0.37 0.37 0.86
H 2.9450 3.1824 -0.7412 -0.28 0.54 3.48
H 0.7709 3.8086 -2.6759 -1.01 0.43 0.94
H 1.7358 3.0430 -4.8235 -0.29 0.14 -1.63
N -2.7622 4.5825 -0.1346 2.83 0.04 0.87
C -2.5586 4.9067 1.2385 2.49 -0.30 -4.08
C -1.0829 5.1245 1.2143 -1.13 0.25 0.49
C -0.5216 5.0081 -0.1182 -5.98 -2.15 0.67
C -1.6415 4.5160 -0.9463 1.52 2.41 2.81
H -3.6272 4.4609 -0.5505 -1.76 -0.46 -0.60
H -3.5780 4.9538 1.7065 1.99 0.19 0.69
H -0.3650 5.3435 2.0436 -1.33 0.00 -0.50
H 0.4518 5.2536 -0.3598 1.74 0.09 -0.62
H -1.7513 4.4154 -2.0215 0.09 -0.12 0.31
C 4.8289 -1.0314 -1.9126 -2.07 -0.12 1.31
N 4.1380 -2.0277 -0.9741 1.89 0.10 -4.12
O 3.6261 -3.0106 -1.5450 1.36 1.34 0.93
O 4.2769 -1.7481 0.1460 -0.98 -0.85 3.60
H 4.9156 -0.1201 -1.2938 0.79 -0.63 -0.62
H 4.0003 -0.9069 -2.5562 -0.37 0.61 -1.54
H 5.6440 -1.5371 -2.3846 0.63 0.10 -0.05
C 7.6443 0.9532 4.8546 -1.74 -5.25 -2.48
N 6.2165 0.5410 5.3020 2.14 -2.85 2.95
O 6.2203 0.4241 6.5908 -1.65 0.55 -4.33
O 5.3944 0.1475 4.4682 1.00 1.28 2.03
H 7.9311 0.3561 3.9398 -1.01 1.35 0.32
H 8.3851 0.6298 5.4902 0.94 -0.33 2.38
H 7.4817 1.9152 4.8169 0.29 5.25 -0.91
C -3.5924 -1.2098 -3.8853 1.55 2.62 2.07
N -2.7305 -2.2117 -3.1754 -2.83 0.66 4.00
O -2.9956 -3.3769 -3.3202 1.00 -0.26 -0.86
O -2.1917 -1.7485 -2.1412 0.64 -0.67 -1.60
H -3.0529 -1.0862 -4.7586 0.24 0.33 -2.50
H -3.3786 -0.1883 -3.3138 -0.94 -2.29 -1.10
H -4.6281 -1.5251 -3.9644 0.29 -0.19 0.00
C 1.9814 -5.8601 4.0510 7.60 4.78 0.49
N 1.8579 -4.4294 4.6285 0.55 -2.17 4.19
O 2.4490 -4.2927 5.7446 -1.58 0.84 -3.13
O 1.1421 -3.6535 4.0291 0.98 -0.09 0.57
H 2.2302 -6.6924 4.6201 -0.03 -0.84 1.63
H 2.9447 -5.5212 3.4204 -1.87 -1.61 0.86
H 1.2490 -5.8070 3.4563 -5.70 -0.90 -4.69
C -2.6806 -4.8904 2.2591 2.03 -4.54 1.61
N -2.7740 -4.5422 3.6402 -0.24 0.83 4.75
O -2.9431 -5.4107 4.5464 0.24 1.54 -2.79
O -2.5557 -3.3701 3.9202 -0.30 -0.31 -0.31
H -3.1462 -4.2141 1.6215 -0.25 1.31 -0.95
H -3.1933 -5.8900 2.3130 0.66 0.79 -1.03
H -1.5224 -5.0604 2.2604 -2.13 0.43 -1.24
```
Positions in Å, forces in eV/Å.

Atomic partial charges in e from the Mulliken method, atoms 1 to 2: number 1, C, carries -2.554; number 2, C, carries 1.282